Entry 1:
# C29H27AsBF6N6S2W

A structure of composition C29H27AsBF6N6S2W in a non-equilibrium geometry (wB97M-V/def2-TZVPD, the OMol25 dataset).

The geometry in XYZ format:
```
73
Properties=species:S:1:pos:R:3:lowdin_spin:R:1
W 0.07 -0.20 -0.16 0.87
As -1.51 2.96 2.70 0.29
S 1.85 1.00 -1.79 0.07
S -1.29 2.09 -1.41 0.53
F -2.82 3.03 1.50 0.11
F -2.82 2.09 3.82 0.19
F 0.24 2.98 3.75 0.22
F -1.91 4.43 3.44 0.01
F -0.54 1.05 1.01 0.13
F -0.54 3.84 1.40 0.12
N 1.25 -1.95 -0.67 0.01
N 2.01 0.71 0.99 0.00
N -2.06 -0.80 0.09 0.00
N -2.62 -1.93 -0.40 0.00
N -0.68 -0.77 -2.30 0.01
N -1.49 -1.83 -2.54 0.00
C 2.17 -4.51 -1.39 0.02
C 4.08 0.62 2.17 0.00
C -3.00 -0.18 0.83 0.01
C -0.34 4.37 -2.43 0.06
C 1.93 4.76 -3.06 0.10
C 1.92 2.00 1.32 0.00
C 0.85 -2.61 1.57 0.01
C 2.21 -3.45 -2.29 0.00
C 4.99 2.65 3.40 0.00
C 0.00 -1.72 4.05 0.00
C -0.63 -0.07 -3.44 0.02
C -4.17 -0.92 0.82 0.00
C 1.33 -2.97 0.25 0.02
C -3.88 -2.02 0.03 0.01
C 1.32 2.61 -2.14 0.10
C -1.94 -1.79 -3.78 0.00
C 3.08 0.04 1.42 0.00
C 0.61 5.20 -2.97 -0.01
C -0.19 -0.94 2.92 0.01
C 0.59 -2.98 3.93 0.01
C -1.41 -0.67 -4.41 0.00
C 1.77 -2.22 -1.90 0.02
C 1.76 -4.24 -0.11 0.00
C 2.85 2.65 2.10 0.00
C 1.01 -3.42 2.70 0.00
C 2.28 3.50 -2.65 -0.02
C 0.22 -1.35 1.66 -0.01
C -0.02 3.06 -2.01 0.07
C 3.97 1.96 2.55 0.00
B -1.86 -2.82 -1.40 0.00
H 2.70 5.42 -3.46 0.01
H -4.49 -2.85 -0.27 0.00
H 3.30 3.15 -2.71 0.00
H -2.81 0.76 1.33 0.00
H -0.32 -1.36 5.01 0.00
H 2.57 -3.59 -3.30 0.00
H 2.47 -5.51 -1.68 0.00
H 0.33 6.19 -3.30 0.00
H 1.74 -5.02 0.63 0.00
H 5.75 1.96 3.77 0.00
H 1.07 2.56 0.95 0.00
H 3.15 -1.01 1.14 0.00
H 2.67 3.68 2.36 0.00
H -1.37 4.70 -2.31 0.00
H -0.03 0.82 -3.55 0.00
H -1.56 -0.33 -5.42 0.00
H 4.50 3.13 4.24 0.00
H -5.09 -0.69 1.32 0.00
H -0.64 0.04 3.06 0.01
H -0.86 -3.22 -0.88 0.00
H 1.50 -4.38 2.61 0.00
H 5.49 3.43 2.83 0.00
H -2.58 -3.67 -1.82 0.00
H 4.94 0.03 2.46 0.00
H 1.83 -1.39 -2.59 0.00
H 0.72 -3.59 4.81 0.00
H -2.61 -2.54 -4.16 0.00
```

Properties
multiplicity = 4
LUMO energy (alpha / beta) = -0.054 / -0.089 hartree
orbital gap (alpha / beta) = 6.5 / 6.0 eV
net charge = 0
calculated total energy = -5173.2382 hartree

=====

Entry 2:
# C29H27AsClMnO3PS

A structure of composition C29H27AsClMnO3PS (wB97M-V/def2-TZVPD, the OMol25 dataset).

The geometry in XYZ format:
```
64
Properties=species:S:1:pos:R:3:nbo_charge:R:1
As -0.92 -2.73 -3.35 1.47
Mn -0.79 -0.74 -0.41 0.55
Cl -4.58 5.53 -0.43 -0.02
S 0.49 -1.55 -2.34 -0.59
P 1.00 0.03 0.80 1.03
O -2.14 -0.11 0.97 -0.60
O -1.51 0.69 -1.64 -0.75
O -1.35 -2.89 0.23 -0.64
C -3.56 3.11 0.19 -0.15
C -0.72 3.23 3.64 -0.21
C 5.16 1.61 -0.43 -0.20
C -0.46 1.96 4.14 -0.23
C 2.63 0.71 0.33 -0.38
C 2.53 -1.51 2.73 -0.20
C -0.43 -2.18 0.66 0.38
C -1.53 -4.34 -2.50 -0.97
C 0.10 0.99 3.32 -0.15
C 1.47 -1.41 1.85 -0.31
C -2.21 1.72 -1.34 0.44
C -2.40 2.75 -2.31 -0.28
C 4.45 0.74 -1.26 -0.21
C -0.20 -3.31 -5.04 -0.97
C 1.83 -3.76 3.28 -0.20
C 2.70 -2.69 3.45 -0.20
C 3.19 0.30 -0.88 -0.18
C -3.69 4.07 -0.76 -0.11
C -2.53 -1.74 -3.75 -0.97
C 3.35 1.57 1.15 -0.14
C -2.75 0.96 0.98 0.42
C -0.41 3.53 2.32 -0.21
C 0.60 -2.49 1.67 -0.07
C 0.15 2.56 1.50 -0.20
C 0.77 -3.67 2.38 -0.20
C 4.61 2.02 0.77 -0.23
C 0.41 1.28 2.00 -0.37
C -3.11 3.89 -2.03 -0.17
C -2.83 1.93 -0.07 -0.31
H 2.92 1.91 2.08 0.21
H -3.33 1.20 1.89 0.14
H 3.53 -2.78 4.14 0.22
H -0.71 1.73 5.17 0.21
H 0.09 -4.49 2.23 0.23
H 0.36 2.79 0.46 0.23
H 4.88 0.42 -2.20 0.22
H 5.16 2.70 1.41 0.21
H -4.01 3.24 1.17 0.22
H 0.65 -3.96 -4.85 0.25
H -1.16 3.99 4.28 0.22
H -2.23 -0.75 -4.10 0.26
H -3.09 -1.62 -2.82 0.26
H -3.22 4.66 -2.77 0.22
H 3.22 -0.69 2.87 0.22
H 2.65 -0.37 -1.54 0.23
H 0.13 -2.44 -5.59 0.25
H 0.28 0.00 3.72 0.21
H 6.14 1.96 -0.73 0.21
H -2.12 -4.08 -1.63 0.28
H -2.12 -4.91 -3.22 0.23
H -0.96 -3.84 -5.61 0.23
H -3.12 -2.26 -4.49 0.23
H -1.95 2.61 -3.28 0.22
H -0.62 4.51 1.92 0.22
H -0.67 -4.92 -2.18 0.25
H 1.99 -4.67 3.84 0.22
```

Properties
multiplicity = 2
LUMO energy (alpha / beta) = 0.015 / 0.015 hartree
orbital gap (alpha / beta) = 7.6 / 7.1 eV
net charge = 0
calculated total energy = -5933.5019 hartree

=====

Entry 3:
# C29H27BaBr2N3O3

A structure of composition C29H27BaBr2N3O3 (wB97M-V/def2-TZVPD, the OMol25 dataset).

The geometry in XYZ format:
```
65
Properties=species:S:1:pos:R:3:nbo_charge:R:1
Ba 0.22 0.92 -0.56 1.83
Br 1.70 -3.98 -6.55 -0.03
Br -0.23 1.31 -6.32 0.00
O -0.95 -0.57 1.13 -0.89
O -0.41 3.34 -1.09 -0.83
O -0.43 0.65 -3.29 -0.74
N 0.26 0.57 3.80 -0.42
N -0.92 2.97 1.72 -0.45
N 0.05 -1.69 -2.05 -0.46
C -1.76 3.88 1.41 0.11
C -1.78 -3.79 3.59 -0.33
C 1.17 -3.85 -3.35 -0.16
C -0.89 -2.79 3.99 -0.17
C -3.18 5.34 0.09 -0.17
C 0.37 -2.77 -1.39 0.04
C -0.63 -1.68 3.20 -0.25
C -2.11 -2.60 1.52 -0.28
C 0.37 -0.68 3.67 0.14
C -1.01 1.23 3.53 -0.28
C -2.38 -3.67 2.34 -0.22
C -1.89 4.75 -2.29 -0.32
C 3.53 -2.00 0.18 -0.60
C -1.23 -1.56 1.90 0.39
C 1.00 -2.55 -5.49 -0.16
C -2.11 4.44 0.11 -0.19
C 0.18 -0.29 -5.39 -0.23
C -0.02 -0.31 -3.99 0.38
C 0.96 -3.89 -2.00 -0.26
C -2.95 5.62 -2.27 -0.19
C -0.81 2.70 3.15 -0.24
C 3.02 0.46 0.24 -1.06
C 3.76 -0.80 2.36 -0.61
C 0.29 -1.61 -3.37 0.15
C 0.83 -2.70 -4.10 -0.13
C -3.62 5.94 -1.08 -0.35
C -1.40 4.13 -1.10 0.42
C 2.99 -0.85 1.03 -0.25
C 0.67 -1.37 -6.11 -0.21
H 1.95 -1.12 1.29 0.16
H 3.68 -1.75 2.92 0.17
H -1.54 3.32 3.71 0.14
H 0.19 2.99 3.49 0.20
H -4.46 6.62 -1.07 0.19
H 4.82 -0.60 2.17 0.18
H -3.07 -4.44 2.00 0.19
H 3.90 0.48 -0.42 0.16
H -3.68 5.56 1.03 0.18
H 4.60 -1.86 -0.01 0.18
H 0.81 -1.28 -7.18 0.22
H 3.39 -2.97 0.66 0.18
H -1.60 0.74 2.76 0.23
H 3.12 1.32 0.92 0.16
H -1.57 1.20 4.47 0.18
H -3.29 6.06 -3.20 0.19
H 3.37 0.00 2.99 0.21
H 3.03 -2.02 -0.80 0.21
H 0.17 -2.75 -0.32 0.21
H -2.57 -2.51 0.54 0.20
H -2.34 4.33 2.23 0.11
H -1.38 4.49 -3.21 0.21
H 1.34 -1.10 3.96 0.17
H -0.39 -2.87 4.95 0.19
H 1.24 -4.75 -1.41 0.21
H 1.61 -4.70 -3.87 0.21
H -1.98 -4.64 4.24 0.19
```

Properties
LUMO energy = 0.142 hartree
orbital gap = 4.7 eV
net charge = -2
calculated total energy = -6684.9159 hartree

=====

Entry 4:
# C29H27BrClNNbO15S

A structure of composition C29H27BrClNNbO15S in a non-equilibrium geometry (wB97M-V/def2-TZVPD, the OMol25 dataset).

The geometry in XYZ format:
```
76
Properties=species:S:1:pos:R:3:lowdin_charge:R:1
Nb -2.39 -1.46 1.94 1.35
Br -4.31 -2.69 3.33 0.11
Cl -4.08 0.22 1.06 -0.10
S -4.66 -3.63 0.39 0.55
O -0.50 0.04 -4.09 0.09
O 2.09 0.48 -4.87 0.10
O 2.52 3.29 1.00 0.09
O 5.70 -2.37 -4.29 0.09
O 1.16 -0.17 -9.46 0.07
O -1.44 -5.56 2.68 -0.16
O 4.84 7.15 2.44 0.09
O 2.17 -2.42 -0.32 0.11
O 2.26 -0.17 -1.90 0.07
O 5.54 -4.65 -2.77 0.07
O 3.09 7.64 4.50 0.07
O 0.82 -0.30 2.08 -0.03
O 0.73 3.83 3.00 0.10
O -1.45 -0.52 -8.69 0.10
O -0.89 -0.45 0.82 -0.38
N 0.34 -0.89 1.12 -0.19
C -6.09 -2.50 -0.04 -0.58
C 2.69 4.38 1.83 -0.20
C -0.14 -0.01 -5.42 -0.20
C -1.74 2.28 6.12 -0.09
C 3.73 5.21 1.68 0.07
C -2.14 0.72 6.47 -0.10
C 3.90 6.36 2.57 -0.31
C -1.04 -0.25 -6.38 0.08
C 1.68 4.60 2.90 -0.29
C 4.73 -3.56 -2.51 -0.21
C -1.59 -4.37 3.34 -0.28
C 1.29 0.23 -5.76 -0.29
C 2.91 6.57 3.65 -0.21
C 4.86 -2.37 -3.39 -0.31
C 0.79 -0.09 -8.12 -0.21
C -7.12 -2.19 1.22 -0.23
C -2.36 -0.47 5.31 -0.12
C 3.10 -1.25 -2.14 -0.20
C -0.65 -0.30 -7.79 -0.31
C -1.71 1.50 3.38 -0.11
C -3.00 -2.79 0.15 -0.70
C 3.98 -1.22 -3.14 0.07
C 3.84 -3.59 -1.51 0.08
C -1.51 2.67 4.52 -0.09
C -0.91 -3.01 2.72 -0.34
C 1.87 5.74 3.80 0.08
C -2.13 -0.07 3.74 -0.34
C 2.98 -2.43 -1.24 -0.29
C 1.69 0.16 -7.17 0.08
H 4.08 -0.36 -3.79 0.12
H -0.13 -2.54 3.48 0.07
H -7.14 -3.16 1.90 0.06
H -1.54 1.83 2.25 0.07
H -3.05 -2.10 -0.81 0.03
H -6.56 -1.37 1.88 0.03
H -2.31 0.45 7.61 0.06
H 2.74 0.31 -7.40 0.14
H -1.63 3.13 6.94 0.07
H 1.70 2.85 1.31 0.12
H 0.33 -0.36 -9.95 0.11
H 0.33 0.24 -3.60 0.10
H -6.76 -3.07 -0.86 0.07
H -1.24 3.78 4.24 0.06
H 1.72 -0.43 -1.12 0.10
H -8.18 -1.83 0.89 0.07
H 4.47 5.06 0.90 0.14
H -2.09 -0.43 -6.15 0.14
H 3.73 -4.45 -0.87 0.14
H 6.09 -4.38 -3.55 0.11
H -2.18 -4.45 4.36 0.09
H 3.91 8.09 4.19 0.11
H 1.14 5.88 4.59 0.14
H -2.68 -1.56 5.61 0.05
H -2.16 -3.59 -0.02 0.03
H -0.27 -3.37 1.78 0.07
H -5.78 -1.48 -0.56 0.06
```

Properties
LUMO energy = -0.012 hartree
orbital gap = 4.3 eV
net charge = -1
calculated total energy = -5793.5590 hartree

=====

Entry 5:
# C29H27BrMnN3O14P2

A structure of composition C29H27BrMnN3O14P2 in a non-equilibrium geometry (wB97M-V/def2-TZVPD, the OMol25 dataset).

The geometry in XYZ format:
```
77
Properties=species:S:1:pos:R:3:lowdin_spin:R:1
Br -2.28 4.31 5.74 0.00
Mn -1.38 -1.16 -2.49 4.72
P 1.55 -1.53 -0.72 0.01
P 1.00 -3.31 -3.04 0.01
O 0.61 0.46 -5.77 0.00
O 0.14 -1.03 -0.80 0.04
O -2.70 -2.07 -1.00 0.04
O 2.58 -0.91 -1.69 0.00
O -1.59 3.06 0.68 0.00
O 2.26 -1.36 0.68 0.00
O -4.15 -1.58 0.62 0.01
O 2.40 2.08 -6.06 0.00
O -0.48 0.19 -3.84 0.05
O 2.02 -2.44 -3.73 0.00
O 1.24 -4.87 -3.45 0.00
O -0.19 0.89 1.30 0.00
O 2.70 -4.02 -0.88 0.00
O -0.47 -2.93 -3.20 0.05
N 1.10 -0.76 3.08 0.00
N -3.12 0.19 -2.28 0.03
N 0.46 -0.46 5.19 0.00
C 2.15 -3.07 3.42 0.00
C 3.35 3.39 -2.84 0.00
C -5.03 0.76 -0.92 0.00
C -1.30 2.83 1.99 0.00
C -1.81 3.59 3.06 0.00
C 1.83 -3.91 5.70 0.00
C 1.50 1.60 -3.85 0.00
C -3.61 -1.37 -0.48 0.01
C -3.18 1.38 -2.88 0.01
C -0.72 2.14 4.67 0.00
C 2.47 2.69 -1.97 0.00
C 2.38 2.28 -4.79 0.00
C 1.08 -1.69 5.14 0.00
C -1.50 3.26 4.36 0.00
C 0.48 0.69 -4.48 0.01
C 0.40 -4.06 -0.32 0.00
C -3.96 -0.11 -1.26 0.01
C 0.46 0.08 3.92 0.00
C 1.55 1.82 -2.48 0.00
C -0.21 1.33 3.64 0.00
C -1.57 4.43 0.21 0.00
C 1.19 -2.68 6.07 0.00
C -5.17 1.92 -1.66 0.00
C 3.27 3.25 -4.23 0.00
C 1.45 -3.31 -1.15 0.00
C -0.50 1.70 2.31 0.00
C -4.23 2.28 -2.64 0.00
C 1.58 -1.87 3.83 0.00
C 2.23 -4.11 4.37 0.00
H 4.05 4.13 -2.40 0.00
H -6.03 2.57 -1.50 0.00
H 3.40 -3.74 -1.47 0.00
H -2.41 4.97 0.70 0.00
H 2.43 -1.40 -2.64 0.00
H 3.86 3.89 -4.89 0.00
H 2.56 -3.15 2.40 0.00
H 0.33 0.14 1.63 0.00
H 0.22 -5.03 -0.77 0.00
H 1.95 -4.67 6.51 0.00
H 2.66 2.90 -0.92 0.00
H -1.64 4.33 -0.90 0.00
H -2.43 4.44 2.86 0.00
H -0.58 4.88 0.46 0.00
H -5.66 0.48 -0.08 0.00
H 0.55 -5.21 -4.09 0.00
H 0.78 -2.53 7.08 0.00
H -0.56 1.78 5.68 0.00
H -0.59 -3.51 -0.27 0.00
H -4.27 3.26 -3.15 0.00
H 0.77 -4.22 0.70 0.00
H 1.75 -1.03 1.48 0.00
H 1.41 1.07 -6.13 0.00
H 2.63 -5.09 4.07 0.00
H 0.92 1.26 -1.83 0.00
H -2.44 1.57 -3.66 0.00
H 0.08 -0.13 6.06 0.00
```

Properties
multiplicity = 6
LUMO energy (alpha / beta) = 0.052 / 0.052 hartree
orbital gap (alpha / beta) = 6.0 / 6.1 eV
net charge = -1
calculated total energy = -6747.1446 hartree

=====

Entry 6:
# C29H27IIrN7O4S

A structure of composition C29H27IIrN7O4S in a non-equilibrium geometry (wB97M-V/def2-TZVPD, the OMol25 dataset).

The geometry in XYZ format:
```
70
Properties=species:S:1:pos:R:3:nbo_charge:R:1
Ir 1.55 1.20 -0.31 1.19
I 2.61 -3.00 -4.44 0.52
S -4.76 0.14 0.40 2.33
O -5.34 0.48 1.66 -0.91
O 0.54 -1.99 0.56 -0.45
O -4.83 1.02 -0.74 -0.97
O 0.07 0.21 0.81 -0.61
N 1.90 2.90 0.71 -0.26
N 5.85 0.72 -0.48 -0.46
N 3.16 3.20 1.17 -0.28
N -0.10 2.34 -0.60 -0.37
N -3.13 0.03 0.64 -0.91
N 3.62 1.32 -0.16 -0.64
N 1.83 -0.72 -0.96 -0.53
C -6.29 -3.95 -0.78 0.05
C 2.57 -2.95 -0.16 -0.13
C 2.02 -1.14 -2.19 0.08
C -0.24 -0.99 0.94 0.90
C -1.45 4.13 0.27 -0.15
C -5.19 -1.88 -1.37 -0.20
C -6.45 -3.47 0.52 -0.21
C 8.18 2.87 1.36 -0.11
C -1.48 -1.46 1.63 -0.53
C 5.92 3.58 1.81 -0.11
C -1.11 1.97 -1.39 0.06
C 4.03 2.38 0.69 0.42
C 5.45 2.56 0.98 -0.17
C -2.54 -0.39 1.89 -0.23
C -0.26 3.43 0.21 0.11
C -2.32 2.65 -1.39 -0.19
C -5.67 -3.13 -1.72 -0.20
C -2.51 3.71 -0.53 -0.08
C -5.35 -1.44 -0.06 -0.34
C -6.78 -5.32 -1.16 -0.64
C 2.78 -3.34 -1.43 -0.23
C 7.73 1.84 0.55 -0.23
C 1.89 -1.66 0.15 0.16
C 2.44 -2.45 -2.50 -0.22
C 6.37 1.71 0.36 0.21
C 4.57 0.56 -0.71 0.37
C -5.98 -2.22 0.89 -0.18
C 7.28 3.73 1.99 -0.16
C 0.97 3.77 0.89 0.17
H 8.43 1.16 0.08 0.25
H -1.53 4.99 0.93 0.27
H -6.76 -5.99 -0.30 0.23
H 2.83 -3.58 0.68 0.26
H 6.50 0.11 -0.97 0.46
H -0.93 1.14 -2.07 0.23
H 1.17 4.70 1.41 0.27
H 2.35 -1.16 1.01 0.22
H -3.46 4.23 -0.50 0.28
H 5.21 4.23 2.30 0.26
H 1.86 -0.42 -2.99 0.24
H -7.81 -5.27 -1.51 0.25
H -3.33 -0.83 2.50 0.27
H -6.98 -4.08 1.25 0.24
H 9.24 3.00 1.52 0.26
H -1.12 -1.92 2.56 0.29
H -4.74 -1.24 -2.12 0.23
H -3.12 2.29 -2.04 0.30
H -1.89 -2.28 1.03 0.29
H 7.65 4.53 2.62 0.26
H -2.59 0.57 0.00 0.39
H -6.17 -5.74 -1.96 0.23
H 3.22 -4.30 -1.65 0.28
H 4.29 -0.24 -1.37 0.23
H -5.58 -3.47 -2.74 0.23
H -6.14 -1.85 1.89 0.25
H -2.12 0.44 2.46 0.21
```

Properties
multiplicity = 2
LUMO energy (alpha / beta) = -0.400 / -0.410 hartree
orbital gap (alpha / beta) = 3.9 / 3.7 eV
net charge = +3
calculated total energy = -2604.7686 hartree

=====

Entry 7:
# C29H27N4

A cluster of 2 separate species, C29H27N4 in total in a non-equilibrium geometry (wB97M-V/def2-TZVPD, the OMol25 dataset).

The geometry in XYZ format:
```
60
Properties=species:S:1:pos:R:3:nbo_charge:R:1
N 1.26 -1.36 -0.01 -0.44
N -2.14 3.34 -0.34 -0.24
N 2.54 -0.49 1.58 -0.28
N 2.03 0.49 0.74 -0.28
C 2.83 4.06 0.16 -0.19
C 0.80 -2.28 -0.98 0.21
C 2.52 1.79 0.91 0.22
C -3.62 1.49 -2.41 -0.17
C 4.14 3.18 2.02 -0.18
C -5.34 0.09 -0.70 -0.20
C -4.86 1.07 -2.86 -0.21
C 2.18 -2.90 1.83 -0.14
C 1.10 -3.81 1.93 -0.19
C 1.17 0.01 -0.16 0.10
C 2.37 -5.17 3.49 -0.19
C 3.46 -4.29 3.36 -0.22
C -0.46 -2.49 -3.03 -0.20
C -4.10 0.53 -0.23 -0.16
C 2.16 2.83 0.04 -0.29
C -2.12 2.02 -0.46 0.29
C 2.05 -1.63 1.13 0.37
C -0.12 -1.76 -1.89 -0.25
C 3.80 4.24 1.17 -0.22
C 0.09 -3.76 -3.24 -0.22
C -3.25 1.31 -1.05 -0.17
C 3.38 -3.18 2.54 -0.12
C 1.04 -4.27 -2.35 -0.18
C 3.48 1.95 1.91 -0.25
C -1.25 4.04 0.60 -0.44
C 1.20 -4.93 2.76 -0.20
C 1.40 -3.53 -1.21 -0.26
C -5.73 0.37 -2.02 -0.16
C -3.16 4.15 -1.03 -0.44
H 0.20 -3.64 1.35 0.22
H -0.21 3.72 0.47 0.26
H 4.37 -4.50 3.93 0.23
H 4.24 -2.52 2.39 0.22
H -0.20 -4.36 -4.11 0.22
H -0.50 -0.76 -1.69 0.23
H -1.34 1.49 0.11 0.25
H -6.02 -0.46 -0.05 0.24
H -6.70 0.02 -2.40 0.24
H -4.17 3.86 -0.72 0.25
H 2.17 -3.90 -0.53 0.24
H -1.55 3.83 1.64 0.24
H -2.93 2.01 -3.08 0.22
H -3.08 4.04 -2.12 0.24
H 3.71 1.10 2.54 0.26
H -1.35 5.11 0.42 0.23
H 0.36 -5.62 2.82 0.22
H -3.79 0.32 0.80 0.23
H -1.12 -2.05 -3.77 0.22
H 1.39 2.62 -0.70 0.23
H 2.60 4.88 -0.52 0.22
H 4.91 3.28 2.77 0.23
H 4.29 5.20 1.28 0.22
H 1.53 -5.23 -2.54 0.23
H -5.17 1.31 -3.89 0.24
H 2.44 -6.05 4.14 0.23
H -2.97 5.20 -0.76 0.23
```

Properties
LUMO energy = -0.154 hartree
orbital gap = 6.4 eV
net charge = +1
calculated total energy = -1340.0047 hartree

=====

net charge of number 3 (C29H27BaBr2N3O3)? -2